# 1
This record from OMol25 describes 7 unconnected molecules or ions with the total composition C33H70O6Si at a distorted geometry. The level of theory is ωB97M-V/def2-TZVPD.

gap between HOMO and LUMO = 9.697 eV
highest occupied orbital energy = -9.17 eV

```
! RIJCOSX wB97M-V def2-TZVPD def2/J DEFGRID3
* xyz 0 1
C -0.862 -4.906 1.270
C -0.816 -3.361 1.544
C 0.677 -2.870 1.405
C 0.801 -1.544 0.544
C 0.781 -0.248 1.456
C 2.216 0.380 1.514
C 2.231 1.943 1.505
C 1.090 2.597 2.366
C -0.035 3.137 1.389
C -1.480 2.719 1.890
C -2.435 2.386 0.696
C -3.198 1.030 0.825
C -3.778 0.728 2.254
C -5.324 0.420 2.256
C -5.660 -1.104 2.205
Si -5.198 -1.970 0.574
H -1.883 -5.295 1.465
H -0.539 -5.147 0.239
H -0.182 -5.442 1.965
H -1.514 -2.796 0.898
H -1.101 -3.197 2.607
H 1.292 -3.643 0.906
H 1.079 -2.598 2.403
H 1.767 -1.632 0.000
H 0.020 -1.502 -0.249
H 0.456 -0.586 2.463
H 0.007 0.441 1.060
H 2.883 0.031 0.700
H 2.686 0.045 2.467
H 2.210 2.308 0.458
H 3.202 2.296 1.923
H 1.531 3.446 2.929
H 0.658 1.878 3.091
H 0.019 4.251 1.392
H 0.157 2.825 0.346
H -1.396 1.914 2.647
H -1.859 3.614 2.437
H -1.785 2.292 -0.209
H -3.128 3.220 0.450
H -2.564 0.171 0.525
H -4.064 1.027 0.122
H -3.583 1.513 3.008
H -3.265 -0.194 2.621
H -5.701 0.790 3.240
H -5.837 1.029 1.488
H -6.772 -1.186 2.306
H -5.248 -1.669 3.073
H -3.738 -2.240 0.604
H -5.381 -0.989 -0.519
H -5.896 -3.237 0.337
C -2.580 4.236 -3.184
C -2.922 5.055 -1.967
C -2.412 6.470 -1.918
O -3.582 4.591 -1.062
H -3.012 3.240 -3.082
H -2.992 4.708 -4.078
H -1.497 4.142 -3.277
H -2.817 7.040 -2.756
H -1.321 6.474 -1.955
H -2.730 6.937 -0.989
C 4.610 -4.182 4.269
C 4.365 -3.379 3.019
C 4.992 -2.013 2.938
O 3.690 -3.813 2.112
H 4.100 -5.141 4.188
H 5.679 -4.362 4.392
H 4.220 -3.649 5.137
H 6.078 -2.097 2.999
H 4.619 -1.383 3.748
H 4.727 -1.553 1.987
C 5.251 -2.158 -1.288
C 4.904 -0.832 -1.911
C 4.113 -0.855 -3.192
O 5.249 0.212 -1.400
H 5.819 -1.989 -0.374
H 4.337 -2.701 -1.038
H 5.860 -2.746 -1.977
H 3.151 -1.343 -3.023
H 4.670 -1.385 -3.965
H 3.934 0.163 -3.527
C 1.979 -1.528 -7.673
C 1.899 -0.577 -6.508
C 0.571 0.084 -6.245
O 2.862 -0.352 -5.811
H 2.990 -1.928 -7.743
H 1.283 -2.356 -7.527
H 1.744 -1.002 -8.600
H -0.187 -0.673 -6.037
H 0.275 0.680 -7.110
H 0.659 0.740 -5.380
C -0.609 -8.525 -1.436
C 0.817 -8.617 -1.910
C 1.895 -8.650 -0.858
O 1.087 -8.663 -3.089
H -1.276 -8.510 -2.297
H -0.853 -9.391 -0.818
H -0.753 -7.607 -0.864
H 1.760 -9.522 -0.215
H 1.860 -7.737 -0.261
H 2.869 -8.717 -1.340
C -1.594 8.578 2.864
C -1.920 9.106 1.492
C -2.682 10.403 1.412
O -1.584 8.511 0.492
H -1.047 7.642 2.769
H -0.973 9.297 3.401
H -2.515 8.393 3.420
H -2.108 11.202 1.886
H -3.650 10.298 1.905
H -2.846 10.662 0.367
*
```

# 2
This record from OMol25 describes 5 unconnected molecules or ions with the total composition C4H18N8O5 at a distorted geometry. The level of theory is ωB97M-V/def2-TZVPD.

gap between HOMO and LUMO = 8.708 eV
highest occupied orbital energy = -8.77 eV
ΔE to the lowest compared entry with this formula, charge and spin = 0.0 kJ/mol

```
! RIJCOSX wB97M-V def2-TZVPD def2/J DEFGRID3
* xyz 0 1
N 12.910 15.035 18.170
C 13.796 14.515 17.264
N 15.107 14.633 17.576
O 13.341 14.009 16.242
H 13.132 15.496 19.041
H 11.942 15.034 17.907
H 15.806 14.084 17.113
H 15.360 15.072 18.442
N 11.573 16.098 15.609
C 10.310 16.221 15.128
N 9.558 17.177 15.774
O 9.896 15.560 14.180
H 12.112 15.292 15.314
H 11.962 16.727 16.282
H 9.977 17.598 16.593
H 8.624 17.325 15.452
N 12.952 15.203 22.236
C 12.190 16.171 21.648
N 11.206 16.692 22.410
O 12.413 16.598 20.506
H 12.876 14.910 23.191
H 13.692 14.751 21.734
H 10.583 17.351 21.985
H 10.991 16.324 23.318
N 15.560 19.618 16.257
C 14.525 19.373 17.111
N 14.294 18.053 17.383
O 13.889 20.292 17.620
H 16.202 18.978 15.835
H 15.819 20.587 16.171
H 13.424 17.777 17.799
H 15.049 17.420 17.210
O 11.291 18.069 18.198
H 11.474 17.458 18.932
H 11.512 18.945 18.547
*
```

# 3
This record from OMol25 describes C4H4N4 in the gas phase at a distorted geometry. The level of theory is ωB97M-V/def2-TZVPD.

gap between HOMO and LUMO = 9.530 eV
highest occupied orbital energy = -9.49 eV
ΔE to the lowest compared entry with this formula, charge and spin = 402.3 kJ/mol

```
! RIJCOSX wB97M-V def2-TZVPD def2/J DEFGRID3
* xyz 0 1
C 1.470 -0.850 0.266
N 1.566 0.392 0.457
N 0.278 0.787 0.044
C -0.610 1.957 0.061
N -1.782 1.696 -0.514
N -1.753 0.327 -0.730
C -0.642 -0.181 -0.295
C 0.091 -1.358 -0.022
H 2.526 -1.359 0.065
H -0.352 2.845 0.451
H -0.461 -1.891 0.967
H -0.331 -2.364 -0.749
*
```

# 4
This record from OMol25 describes C6H6O in the gas phase at a distorted geometry. The level of theory is ωB97M-V/def2-TZVPD.

gap between HOMO and LUMO = 10.050 eV
highest occupied orbital energy = -9.78 eV
ΔE to the lowest compared entry with this formula, charge and spin = 508.9 kJ/mol

```
! RIJCOSX wB97M-V def2-TZVPD def2/J DEFGRID3
* xyz 0 1
C -2.434 1.148 -1.137
C -1.522 0.384 -0.959
C -0.450 -0.582 -0.768
C 0.359 -0.412 0.501
O -0.440 -0.424 1.649
C 1.364 0.696 0.479
C 2.554 0.484 0.513
H -3.240 1.828 -1.288
H -0.861 -1.594 -0.703
H 0.247 -0.560 -1.617
H 1.048 -1.268 0.490
H -0.051 0.183 2.286
H 3.517 0.053 0.620
*
```

# 5
This record from OMol25 describes a molecular structure, C13H19NOsSi at a distorted geometry. The level of theory is ωB97M-V/def2-TZVPD.

gap between HOMO and LUMO (alpha / beta) = 6.484 / 7.280 eV
highest occupied orbital energy (alpha / beta) = -5.91 / -8.11 eV

```
! RIJCOSX wB97M-V def2-TZVPD def2/J DEFGRID3
* xyz 0 5
C 0.902 -1.276 -1.802
C -0.495 -1.203 -2.055
C -1.178 -1.901 -1.015
C -0.197 -2.393 -0.110
C 1.088 -2.001 -0.590
Os 0.000 0.000 0.000
C -1.573 1.651 -0.913
C -0.427 2.045 -1.482
C 0.526 2.570 -2.225
N 1.341 1.014 0.312
H -2.259 -2.023 -0.922
H -0.960 -0.701 -2.906
H -0.390 -2.952 0.807
H 2.045 -2.210 -0.110
H 1.690 -0.825 -2.407
H -2.244 0.945 -1.418
H 2.210 1.561 0.335
H -1.918 2.092 0.030
H 0.273 3.368 -2.937
H 1.565 2.238 -2.158
C 1.524 -0.880 5.795
Si 0.000 0.000 5.174
C -1.524 -0.880 5.795
C 0.000 1.760 5.795
C 0.000 0.000 3.304
C 0.000 0.000 2.000
H 1.524 -0.880 6.904
H 2.430 -0.357 5.425
H 1.524 -1.926 5.425
H -1.524 -0.880 6.905
H -2.430 -0.357 5.425
H -1.524 -1.926 5.425
H 0.906 2.283 5.425
H -0.906 2.282 5.425
H 0.000 1.760 6.904
*
```

# 6
This record from OMol25 describes a molecular structure, C2H4ClOP at a distorted geometry. The level of theory is ωB97M-V/def2-TZVPD.

gap between HOMO and LUMO = 8.615 eV
highest occupied orbital energy = -9.56 eV
ΔE to the lowest compared entry with this formula, charge and spin = 218.2 kJ/mol

```
! RIJCOSX wB97M-V def2-TZVPD def2/J DEFGRID3
* xyz 0 1
C 1.342 0.037 -0.327
C -0.460 -0.187 0.305
O -2.657 1.220 0.760
P -1.774 1.044 -0.406
Cl -0.979 -1.773 -0.224
H 1.847 0.878 0.016
H 1.749 -0.838 -0.095
H 1.296 -0.039 -1.399
H -0.365 -0.341 1.371
*
```

# 7
This record from OMol25 describes a molecular structure, C44H55BrClLaN4O11S2 at a distorted geometry. The level of theory is ωB97M-V/def2-TZVPD.

gap between HOMO and LUMO = 5.465 eV
highest occupied orbital energy = -1.88 eV
ΔE to the lowest compared entry with this formula, charge and spin = 146.9 kJ/mol

```
! RIJCOSX wB97M-V def2-TZVPD def2/J DEFGRID3
* xyz -2 1
La -0.044 -0.601 0.232
C -0.508 -1.698 -4.782
C 0.009 -1.664 -3.309
O -0.139 -0.530 -2.625
C -0.507 -2.904 -2.618
C -1.940 -2.659 -2.158
C -3.070 -3.520 -2.671
N -2.166 -1.711 -1.312
N -3.391 -1.340 -0.885
C -3.465 -0.040 -0.437
O -2.441 0.716 -0.397
C -4.804 0.370 0.014
C -5.103 1.676 0.458
C -6.404 2.027 0.862
C -7.446 1.095 0.708
C -7.188 -0.174 0.231
C -5.855 -0.543 -0.040
H -0.087 -2.585 -5.294
H -1.616 -1.750 -4.815
H -0.137 -0.785 -5.327
H -0.538 -3.810 -3.290
H -2.727 -4.187 -3.483
H -3.350 -4.167 -1.807
H -3.969 -2.903 -2.943
H -4.324 2.452 0.464
H -6.620 3.004 1.298
H -8.473 1.400 0.945
H -7.965 -0.930 0.137
H -5.643 -1.601 -0.268
N 3.057 -0.744 1.076
C 4.133 0.151 0.753
C 4.127 1.431 1.601
C 2.917 2.395 1.479
C 1.717 2.072 2.385
N 0.490 1.906 1.588
H 3.004 -1.062 2.045
H 3.036 -1.572 0.473
H 4.029 0.414 -0.305
H 5.148 -0.323 0.846
H 5.018 2.011 1.290
H 4.249 1.158 2.673
H 2.607 2.406 0.408
H 3.228 3.424 1.746
H 1.593 2.866 3.141
H 1.851 1.101 2.928
H 0.478 2.442 0.717
H -0.335 2.114 2.126
Cl 0.774 -1.263 3.144
O 0.190 -3.380 -1.471
O 0.942 -2.337 -0.849
Br 2.508 -5.063 4.521
C 1.035 -5.607 3.520
C 0.643 -6.950 3.473
C -0.467 -7.297 2.705
C -1.123 -6.335 1.939
C -0.686 -4.999 1.950
C 0.352 -4.639 2.798
C -1.421 -4.027 1.059
O -2.363 -4.636 0.450
O -1.043 -2.829 0.962
H 1.205 -7.723 3.995
H -0.804 -8.330 2.693
H -2.000 -6.616 1.353
H 0.686 -3.596 2.894
C 6.591 0.762 -6.628
C 5.616 0.182 -5.652
C 5.991 -0.078 -4.312
C 5.096 -0.642 -3.430
C 3.791 -0.929 -3.874
C 3.384 -0.693 -5.187
C 4.293 -0.150 -6.080
S 2.683 -1.559 -2.681
O 3.399 -2.712 -2.175
O 1.486 -2.002 -3.535
O 2.386 -0.409 -1.815
H 7.578 0.955 -6.148
H 6.198 1.706 -7.009
H 6.713 0.081 -7.488
H 6.992 0.214 -3.943
H 5.403 -0.882 -2.411
H 2.377 -0.907 -5.498
H 3.964 0.020 -7.091
C 0.730 4.190 6.185
C -0.262 3.315 5.493
C -1.001 3.767 4.404
C -1.879 2.957 3.680
C -2.495 3.570 2.449
C -2.056 1.605 4.053
C -2.803 0.713 3.150
O -2.374 -0.288 2.547
C -1.358 1.158 5.214
C -1.504 -0.247 5.705
C -0.448 1.982 5.863
H 0.809 5.152 5.671
H 1.733 3.700 6.123
H 0.477 4.338 7.254
H -0.868 4.803 4.052
H -1.994 4.548 2.242
H -3.548 3.790 2.639
H -2.430 2.900 1.594
H -3.867 1.020 3.011
H -1.213 -0.922 4.874
H -2.542 -0.462 6.028
H -0.815 -0.414 6.549
H 0.073 1.538 6.722
O 0.381 1.504 -1.119
S 0.542 1.648 -2.605
C 1.161 3.373 -2.746
C 0.008 4.338 -2.542
C -1.253 3.764 -3.199
C -1.098 2.213 -3.294
H 1.552 3.375 -3.786
H 1.977 3.484 -2.026
H 0.245 5.313 -2.948
H -0.169 4.492 -1.442
H -1.427 4.137 -4.217
H -2.139 4.007 -2.575
H -1.107 1.816 -4.342
H -1.839 1.665 -2.699
*
```

# 8
This record from OMol25 describes a gas-phase ion, C4H4O4 (charge -2). The level of theory is ωB97M-V/def2-TZVPD.

gap between HOMO and LUMO = 7.593 eV
highest occupied orbital energy = -0.58 eV
ΔE to the lowest compared entry with this formula, charge and spin = 2.6 kJ/mol

```
! RIJCOSX wB97M-V def2-TZVPD def2/J DEFGRID3
* xyz -2 1
O -2.407 -1.143 -1.438
C -1.695 -0.185 -1.018
O -1.961 1.040 -1.118
C -0.433 -0.594 -0.196
C 0.637 0.462 -0.017
C 1.634 0.299 1.171
O 2.752 0.863 1.096
O 1.208 -0.394 2.136
H -0.837 -0.823 0.800
H -0.085 -1.553 -0.583
H 0.100 1.397 0.168
H 1.088 0.631 -1.003
*
```

# 9
This record from OMol25 describes 2 unconnected molecules or ions with the total composition C7H16N2 at a distorted geometry. The level of theory is ωB97M-V/def2-TZVPD.

gap between HOMO and LUMO = 9.007 eV
highest occupied orbital energy = -8.11 eV
ΔE to the lowest compared entry with this formula, charge and spin = 357.8 kJ/mol

```
! RIJCOSX wB97M-V def2-TZVPD def2/J DEFGRID3
* xyz 0 1
H 1.993 -1.284 -0.512
N 2.330 -0.371 -0.218
C 1.542 0.602 -0.424
C 2.001 1.954 0.051
N 0.301 0.552 -1.051
C -0.292 -0.659 -1.464
C -0.550 1.717 -1.189
H 1.303 2.393 0.764
H 2.962 1.822 0.540
H 2.123 2.637 -0.792
H -0.700 -0.591 -2.472
H 0.379 -1.506 -1.421
H -1.311 -0.780 -0.616
H -1.592 1.428 -1.288
H -0.275 2.275 -2.100
H -0.513 2.354 -0.319
C -1.008 -0.066 1.847
C -1.578 -1.042 1.118
C -0.883 -2.515 1.086
H -1.151 0.983 1.635
H -0.165 -0.240 2.498
H -2.656 -1.151 1.094
H 0.181 -2.443 1.284
H -1.009 -2.992 0.116
H -1.434 -3.077 1.834
*
```

# 10
This record from OMol25 describes C5H7NO in the gas phase. The level of theory is ωB97M-V/def2-TZVPD.

gap between HOMO and LUMO = 8.303 eV
highest occupied orbital energy = -7.73 eV
ΔE to the lowest compared entry with this formula, charge and spin = 268.8 kJ/mol

```
! RIJCOSX wB97M-V def2-TZVPD def2/J DEFGRID3
* xyz 0 1
C 0.038 1.889 1.580
C 0.003 0.767 0.600
C -0.102 0.820 -0.779
C 0.006 -0.543 -1.058
N -0.003 -1.128 -2.272
C -0.076 -1.388 0.184
O 0.113 -0.452 1.222
H -0.621 1.675 2.428
H -0.266 2.814 1.090
H 1.054 2.007 1.974
H -0.087 -0.502 -3.060
H 0.473 -2.003 -2.433
H -1.121 -1.711 0.212
H 0.589 -2.246 0.313
*
```

# 11
This record from OMol25 describes 2 unconnected molecules or ions with the total composition C10H16 at a distorted geometry. The level of theory is ωB97M-V/def2-TZVPD.

gap between HOMO and LUMO = 9.919 eV
highest occupied orbital energy = -8.89 eV
ΔE to the lowest compared entry with this formula, charge and spin = 118.8 kJ/mol

```
! RIJCOSX wB97M-V def2-TZVPD def2/J DEFGRID3
* xyz 0 1
C 1.018 -1.510 -1.685
C 0.837 -1.029 -0.263
C -0.530 -0.676 0.220
C -1.096 -1.467 1.286
C -2.206 -0.998 1.957
C -2.933 0.100 1.505
C -2.540 0.714 0.330
C -1.350 0.317 -0.265
H 1.152 -0.662 -2.352
H 0.107 -2.060 -2.030
H 1.792 -2.258 -1.795
H 1.347 -1.720 0.413
H 1.448 -0.065 -0.129
H -0.452 -2.264 1.589
H -2.540 -1.481 2.870
H -3.684 0.534 2.137
H -3.121 1.562 -0.014
H -1.027 0.873 -1.134
C 2.456 1.891 -0.951
C 3.982 1.989 -1.057
H 2.201 1.175 -0.198
H 1.966 2.789 -0.518
H 1.868 1.625 -1.845
H 4.462 1.432 -0.262
H 4.269 3.068 -1.011
H 4.327 1.799 -2.062
*
```

# 12
This record from OMol25 describes a molecular structure, C10H15BClO2PmRu at a distorted geometry. The level of theory is ωB97M-V/def2-TZVPD.

gap between HOMO and LUMO (alpha / beta) = 4.702 / 6.753 eV
highest occupied orbital energy (alpha / beta) = -1.81 / -4.97 eV

```
! RIJCOSX wB97M-V def2-TZVPD def2/J DEFGRID3
* xyz -1 10
Ru 0.467 0.869 -0.375
Cl -0.105 3.091 -0.207
C -1.361 -0.033 -0.282
H -1.357 -0.993 0.269
H -1.909 -0.141 -1.235
H -1.926 0.713 0.314
Pm 0.630 -1.190 -2.694
C 1.950 0.836 -2.438
C -1.188 -0.063 -3.671
C 1.194 -1.206 -0.384
H -2.057 -0.733 -3.700
H -1.455 0.856 -3.137
H -0.899 0.193 -4.703
H 2.892 0.296 -2.240
H 1.738 0.899 -3.529
H 2.016 1.864 -2.046
H 0.674 -1.858 0.344
H 2.299 -1.277 -0.294
O 0.777 -0.463 2.398
B 0.324 0.654 1.632
O -0.236 1.616 2.556
C -0.148 1.049 3.792
C -0.319 1.670 5.010
C 0.129 0.995 6.153
C 0.728 -0.262 6.058
C 0.883 -0.896 4.818
C 0.461 -0.210 3.701
H -0.776 2.648 5.074
H 0.031 1.458 7.134
H 1.077 -0.778 6.954
H 1.354 -1.869 4.706
*
```

Number 1: calculated total energy -55517.0798 eV. Number 2: calculated total energy -26602.8142 eV. Number 3: calculated total energy -10168.6680 eV. Number 4: calculated total energy -8361.2317 eV. Number 5: calculated total energy -25616.3153 eV. Number 6: calculated total energy -25995.6618 eV. Number 7: calculated total energy -180100.8956 eV. Number 8: calculated total energy -12403.2246 eV. Number 9: calculated total energy -10495.5492 eV. Number 10: calculated total energy -8833.4169 eV. Number 11: calculated total energy -10628.5124 eV. Number 12: calculated total energy -47038.9410 eV.